140
Properties=species:S:1:pos:R:3:mulliken_charge:R:1 method="wB97M-V/def2-TZVPD" charge=-2 e_homo_ev=-1.8 orbital_gap_ha=0.20809
Pb -1.0606 -0.7117 0.3303 1.99
C -4.7954 6.5217 0.0747 -1.75
C -5.4807 5.1546 0.2073 2.28
C -6.6860 5.3180 1.1383 -2.25
C -6.0157 4.7158 -1.1639 -1.69
C -4.4778 4.1237 0.7097 -1.08
C -3.3889 3.7660 -0.0754 -0.42
C -2.5161 2.7434 0.2623 0.04
C -1.4882 2.3792 -0.7907 -1.13
N -0.1154 2.0539 -0.3909 0.82
C 0.7821 2.0263 -1.5288 -1.84
C 1.0096 0.6654 -2.2113 -1.04
N 1.2407 -0.4725 -1.3457 2.12
C 2.4493 -0.4455 -0.5380 -1.15
C 2.5217 0.5321 0.6496 -2.16
N 1.3488 0.4971 1.4949 1.41
C 0.8670 1.7994 1.9028 -0.03
C 0.4097 2.7438 0.7647 -1.39
C 1.4712 -0.3505 2.6805 -1.00
C 1.9936 -1.7549 2.5106 -0.01
C 3.1682 -2.0939 3.1586 -0.18
C 3.6212 -3.4028 3.2313 -0.76
C 2.8728 -4.3553 2.5472 -0.35
C 1.7136 -4.0777 1.8505 0.16
C 1.1788 -2.7518 1.8935 0.33
O 0.0024 -2.4836 1.4624 -1.17
C 1.0071 -5.2651 1.1889 2.57
C 1.9759 -6.0118 0.2564 -1.95
C -0.2086 -4.9007 0.3394 -1.98
C 0.5256 -6.2180 2.2954 -1.88
C 4.7960 -3.8483 4.0938 2.09
C 4.2711 -4.8112 5.1731 -1.62
C 5.8515 -4.5649 3.2383 -1.73
C 5.4677 -2.6786 4.8180 -2.17
C 1.2685 -1.7135 -2.1198 -1.21
C 0.1469 -2.0887 -3.0764 0.17
C 0.5087 -3.0306 -4.0218 -0.63
C -0.3949 -3.5945 -4.9105 -0.60
C -1.6925 -3.1088 -4.8598 -0.11
C -2.1180 -2.1565 -3.9511 -1.02
C -1.2085 -1.6578 -2.9670 0.72
O -1.5869 -0.8308 -2.0572 0.07
C -3.5942 -1.7522 -4.0435 2.81
C -4.4751 -2.9801 -3.7671 -1.45
C -3.8950 -1.2438 -5.4651 -2.02
C -4.0247 -0.6439 -3.0805 -2.15
C 0.0490 -4.7149 -5.8419 2.23
C 1.1644 -4.2040 -6.7662 -1.79
C 0.5811 -5.8847 -4.9983 -1.70
C -1.0934 -5.2541 -6.7094 -2.18
C -2.7033 2.0254 1.4784 0.56
O -1.9795 1.0143 1.8110 -0.56
C -3.7228 2.5048 2.3642 -0.65
C -4.5883 3.4926 1.9427 -0.11
C -3.8524 1.8889 3.7575 2.77
C -4.9764 2.5038 4.6028 -2.55
C -4.1137 0.3835 3.6446 -1.27
C -2.5361 2.1045 4.5170 -1.58
H -5.5037 7.2785 -0.2659 0.47
H -3.9744 6.4725 -0.6362 0.33
H -4.3931 6.8326 1.0379 0.33
H -7.4012 6.0125 0.6967 0.45
H -6.3869 5.7157 2.1047 0.37
H -7.1859 4.3648 1.2878 0.43
H -6.7304 5.4434 -1.5545 0.44
H -6.5112 3.7514 -1.0752 0.38
H -5.2078 4.6092 -1.8820 0.33
H -3.2167 4.2947 -1.0065 0.50
H -1.4598 3.2314 -1.5050 0.36
H -1.8610 1.5060 -1.3407 0.25
H 1.7532 2.4342 -1.2370 0.50
H 0.4032 2.6991 -2.3256 0.65
H 1.8494 0.8066 -2.9276 0.25
H 0.1143 0.4248 -2.7827 0.41
H 3.3440 -0.2652 -1.1778 0.37
H 2.5522 -1.4448 -0.1054 0.35
H 2.6868 1.5531 0.2990 0.78
H 3.4277 0.2507 1.2188 0.68
H 1.6197 2.3398 2.5192 0.26
H -0.0076 1.6113 2.5200 -0.55
H 1.2471 3.4073 0.4826 0.64
H -0.3672 3.3913 1.1887 0.55
H 0.4627 -0.4207 3.1011 0.04
H 2.1167 0.1569 3.4290 0.41
H 3.7143 -1.2990 3.6510 0.49
H 3.2091 -5.3839 2.5868 0.29
H 2.3178 -5.3511 -0.5377 0.33
H 1.4617 -6.8556 -0.2033 0.50
H 2.8482 -6.3945 0.7813 0.32
H 0.0397 -4.1732 -0.4282 0.30
H -0.9925 -4.4828 0.9569 0.02
H -0.5929 -5.7956 -0.1512 0.46
H 1.3563 -6.5984 2.8889 0.32
H -0.0084 -7.0641 1.8626 0.49
H -0.1520 -5.6817 2.9553 0.36
H 3.8064 -5.6852 4.7244 0.31
H 3.5176 -4.3037 5.7728 0.34
H 5.0783 -5.1454 5.8291 0.46
H 5.4256 -5.4368 2.7479 0.28
H 6.6926 -4.8956 3.8505 0.46
H 6.2277 -3.8957 2.4663 0.36
H 4.7470 -2.1716 5.4544 0.39
H 5.8755 -1.9612 4.1100 0.39
H 6.2824 -3.0428 5.4463 0.43
H 1.3466 -2.5296 -1.3899 -0.16
H 2.2081 -1.7312 -2.7184 0.41
H 1.5465 -3.3457 -4.0436 0.44
H -2.4211 -3.5046 -5.5526 0.31
H -4.3519 -3.7387 -4.5386 0.31
H -5.5261 -2.6915 -3.7342 0.48
H -4.2060 -3.4171 -2.8113 -0.03
H -3.6711 -1.9923 -6.2218 0.27
H -3.3061 -0.3540 -5.6786 0.39
H -4.9520 -0.9887 -5.5448 0.50
H -3.9217 -0.9555 -2.0486 0.03
H -5.0729 -0.3982 -3.2621 0.53
H -3.4249 0.2509 -3.2228 0.31
H 2.0221 -3.8780 -6.1835 0.32
H 0.8086 -3.3535 -7.3454 0.35
H 1.4927 -4.9842 -7.4550 0.47
H 1.4075 -5.5654 -4.3693 0.35
H 0.9257 -6.7034 -5.6340 0.45
H -0.2083 -6.2566 -4.3492 0.37
H -1.4913 -4.4783 -7.3607 0.38
H -1.8960 -5.6330 -6.0811 0.39
H -0.7339 -6.0739 -7.3334 0.45
H -5.3888 3.7876 2.6009 0.60
H -5.9518 2.3259 4.1554 0.42
H -4.8384 3.5769 4.7422 0.44
H -4.9735 2.0343 5.5872 0.47
H -5.0042 0.1973 3.0517 0.27
H -4.2471 -0.0619 4.6298 0.45
H -3.2669 -0.0907 3.1617 -0.15
H -2.3082 3.1665 4.6215 0.28
H -1.7335 1.6270 3.9662 0.00
H -2.5951 1.6602 5.5113 0.51
Cl -5.3599 -1.7707 0.6266 -0.49
Si -3.2836 -2.2868 0.7785 0.68
Cl -3.4020 -4.0042 -0.4579 -0.45
Cl -3.4378 -3.3254 2.6348 -0.49

***

179
Properties=species:S:1:pos:R:3:mulliken_charge:R:1 method="wB97M-V/def2-TZVPD" e_homo_ev=-8.6 smiles="COP(=O)(OC)OC.COP(=O)(OC)OC.COP(=O)(OC)OC.COP(=O)(OC)OC.COP(=O)(OC)OC.COP(=O)(OC)OC.COP(=O)(OC)OC.Fc1ccccc1.Fc1ccccc1.Fc1ccccc1.Fc1ccccc1.Fc1ccccc1" orbital_gap_ha=0.33417
C -2.8508 -4.6275 1.5176 -0.27
O -2.5377 -5.0011 2.8422 -0.21
P -1.1262 -5.4657 3.3369 -0.03
O -0.9034 -5.3629 4.7670 -0.77
O -0.9202 -6.9381 2.7271 -0.18
C -1.4620 -8.0776 3.3104 -0.82
O -0.1483 -4.6407 2.3867 0.88
C 1.3029 -4.8453 2.4753 -1.10
H -2.6922 -5.4233 0.8185 0.20
H -2.2204 -3.7357 1.3656 0.23
H -3.9146 -4.4160 1.4352 0.24
H -1.3212 -8.8638 2.5969 0.26
H -2.5122 -7.9685 3.5590 0.33
H -1.0446 -8.4242 4.2342 0.30
H 1.4808 -5.9187 2.2930 0.35
H 1.7411 -4.5060 3.3970 0.28
H 1.7702 -4.3126 1.6784 0.33
C 5.1000 -5.6600 -1.1790 -0.50
O 5.3579 -5.1761 -2.5298 -0.45
P 4.1493 -4.8928 -3.5446 0.82
O 4.5923 -4.7869 -4.9135 -0.76
O 3.3861 -3.6015 -2.9887 -0.07
C 2.3562 -3.0160 -3.8121 -0.12
O 3.1377 -6.0936 -3.3006 -0.11
C 2.6577 -6.8933 -4.4765 -0.54
H 4.3656 -4.9759 -0.6114 0.16
H 6.0334 -5.6225 -0.6688 0.28
H 4.6954 -6.6534 -1.1667 0.25
H 2.4385 -3.2278 -4.8645 0.43
H 2.4991 -1.8628 -3.7536 0.15
H 1.4165 -3.2450 -3.3932 -0.17
H 1.8980 -6.3053 -5.0461 0.06
H 2.2181 -7.7168 -4.0031 0.29
H 3.4812 -7.2086 -5.1010 0.37
C 2.9573 7.4290 0.0648 -0.40
O 3.7476 7.3213 1.2413 -0.38
P 3.6108 6.0036 2.1633 0.08
O 3.0626 4.8526 1.4475 0.43
O 2.8475 6.3304 3.5256 -0.15
C 3.2491 7.4467 4.3331 -0.81
O 5.1242 5.9519 2.7177 -0.34
C 6.1432 5.4232 1.8029 -0.58
H 2.5326 6.4706 -0.2231 -0.01
H 3.6096 7.8277 -0.7764 0.26
H 2.0550 8.0080 0.1831 0.35
H 2.3985 7.8347 4.8193 0.27
H 3.7941 8.1552 3.7443 0.34
H 3.9026 7.0953 5.1459 0.28
H 5.7806 4.5327 1.2223 0.21
H 7.0252 5.0929 2.4713 0.24
H 6.4943 6.2957 1.1865 0.27
C -0.5592 5.2229 6.5222 -0.28
O -1.5923 4.7260 5.6992 -0.35
P -1.6712 3.2631 5.2812 0.77
O -2.5952 3.0590 4.1856 -0.68
O -0.1441 2.8448 4.9172 0.47
C 0.1815 1.4467 4.7163 -0.14
O -1.9362 2.4153 6.6005 -0.37
C -2.9575 1.3734 6.5484 -0.59
H 0.3041 5.0368 5.9092 -0.06
H -0.4659 4.7364 7.5391 0.23
H -0.6690 6.3386 6.6437 0.23
H 0.1750 0.8964 5.6826 0.29
H 1.1649 1.4586 4.2472 -0.04
H -0.5917 1.0839 4.0020 -0.22
H -2.6673 0.7006 7.3049 0.26
H -3.1147 0.9664 5.5589 0.20
H -3.8640 1.8223 6.8181 0.31
C -0.8134 -6.1532 -5.4122 -0.91
O -0.4373 -6.2683 -4.0054 -0.32
P -1.0065 -5.1975 -2.9826 0.25
O -0.6720 -3.7759 -3.1561 0.05
O -2.6172 -5.5197 -3.0760 -0.51
C -3.4220 -4.5315 -2.3612 -0.07
O -0.4241 -5.6447 -1.5949 0.23
C -0.4009 -6.9948 -1.1558 -0.80
H -0.4828 -5.1558 -5.6856 0.36
H -1.8724 -6.3362 -5.4298 0.33
H -0.1786 -6.9377 -5.9284 0.25
H -3.5265 -4.7203 -1.2461 -0.16
H -4.4015 -4.5454 -2.8251 0.44
H -2.9287 -3.5493 -2.5092 -0.06
H -1.3743 -7.4349 -0.8532 0.32
H 0.1642 -7.1351 -0.2109 0.25
H -0.0190 -7.7455 -1.8740 0.24
C -6.5155 -1.6447 0.3251 -0.49
O -5.7803 -0.4514 -0.0471 -0.33
P -4.2607 -0.6409 -0.4487 0.19
O -3.9838 -1.9658 -1.0418 0.20
O -3.9433 0.6479 -1.2961 -0.41
C -3.1351 0.5875 -2.5104 0.40
O -3.4102 -0.5572 0.9067 0.15
C -3.4810 0.6695 1.6402 -0.44
H -7.1048 -1.4178 1.2083 0.29
H -5.8554 -2.4685 0.6034 0.10
H -7.1884 -1.8760 -0.5396 0.24
H -3.2074 -0.4436 -2.7193 -0.27
H -2.1355 0.9352 -2.4144 -0.31
H -3.6670 1.1378 -3.2711 0.29
H -3.0510 1.5612 1.0918 0.20
H -2.7219 0.6952 2.4304 -0.32
H -4.4240 0.8755 2.1355 0.47
C -0.6180 3.2715 1.6045 0.16
O 0.1352 2.0433 1.1818 0.88
P 0.1959 1.6549 -0.3441 0.14
O -0.5962 2.3517 -1.3963 -0.85
O 1.7259 1.5394 -0.5615 -0.47
C 2.3943 2.6665 -1.1060 -0.54
O -0.2085 0.1344 -0.1833 0.33
C 0.0640 -0.7624 -1.2752 -0.66
H -0.1588 4.0999 1.1502 0.24
H -0.4052 3.3210 2.7091 -0.72
H -1.6463 3.1896 1.2902 0.33
H 1.9743 3.5135 -0.5746 0.19
H 2.2624 2.6443 -2.1466 0.28
H 3.4509 2.4096 -0.8429 0.21
H 1.1778 -0.8746 -1.2760 0.36
H -0.3161 -0.2741 -2.1995 -0.35
H -0.4143 -1.6958 -1.0789 0.29
F 1.2412 0.0340 -5.7713 -0.24
C 0.5340 1.1637 -5.8831 -0.06
C 0.2348 1.6856 -7.1199 -0.75
C -0.5299 2.8788 -7.2896 -0.65
C -1.1626 3.3922 -6.1296 -1.02
C -0.8389 2.8254 -4.8896 -0.22
C -0.0652 1.7126 -4.7664 0.62
H 0.7348 1.3391 -7.9715 0.49
H -0.6934 3.2834 -8.2985 0.36
H -1.8850 4.1642 -6.1510 0.57
H -1.2438 3.2332 -3.9843 0.69
H 0.1185 1.2708 -3.7893 0.20
F 5.1976 -0.5590 5.6305 -0.35
C 4.5189 0.5094 5.2439 0.24
C 4.5326 0.9671 3.9051 -0.75
C 3.8767 2.2438 3.6460 -0.28
C 3.1339 2.9325 4.6130 -0.41
C 3.0318 2.3764 5.9198 -0.64
C 3.7034 1.1824 6.2001 -0.17
H 5.0582 0.3545 3.2062 0.54
H 3.7975 2.5833 2.6325 0.53
H 2.5876 3.8397 4.3718 0.45
H 2.3699 2.8566 6.6210 0.41
H 3.4364 0.6699 7.1122 0.39
F -6.0823 -1.7994 -4.5682 -0.37
C -5.0411 -1.1037 -4.9236 0.56
C -5.1415 0.2089 -5.3704 -0.64
C -3.9890 0.7446 -5.9072 -0.48
C -2.7657 0.0313 -5.9980 -0.56
C -2.6374 -1.2676 -5.4603 -0.39
C -3.7903 -1.8326 -5.0346 -0.67
H -6.0792 0.7547 -5.2890 0.44
H -4.1216 1.7658 -6.3277 0.31
H -2.0020 0.5837 -6.5415 0.56
H -1.7600 -1.8176 -5.4751 0.74
H -3.7663 -2.8540 -4.7716 0.49
F 2.4915 -2.7607 5.1100 -0.46
C 1.4486 -2.1637 4.4929 -0.08
C 0.2242 -2.4908 5.0665 -0.24
C -0.9671 -2.3046 4.3596 -1.26
C -0.9594 -1.7651 3.0878 0.26
C 0.2657 -1.1656 2.6569 0.68
C 1.4619 -1.3863 3.3631 -0.83
H 0.1651 -3.1152 5.9395 0.47
H -1.9317 -2.7216 4.7411 0.28
H -1.8070 -1.8474 2.4297 0.96
H 0.3032 -0.7384 1.7067 -0.21
H 2.3636 -1.0259 2.8641 0.53
F 1.5283 5.1692 -4.1607 -0.31
C 0.9219 5.9892 -3.2928 -0.03
C 1.1652 7.3745 -3.3799 -0.47
C 0.3399 8.2136 -2.6545 -0.55
C -0.5383 7.6580 -1.7272 -0.43
C -0.7759 6.3031 -1.5777 -0.59
C -0.0641 5.4434 -2.4239 0.59
H 1.7478 7.7866 -4.2237 0.39
H 0.5497 9.2644 -2.5980 0.41
H -1.1802 8.3531 -1.1378 0.29
H -1.5592 6.0135 -0.9220 0.58
H -0.2019 4.3351 -2.4413 0.17

***

162
Properties=species:S:1:pos:R:3:mulliken_charge:R:1 method="wB97M-V/def2-TZVPD" charge=-1 e_homo_ev=-4.5 relative_energy_kcal_mol=0.0 orbital_gap_ha=0.22732
C 6.4155 -3.2985 0.7004 -1.18
C 6.8123 -1.9017 1.1647 -0.49
C 7.4616 -1.0563 0.0628 -0.79
C 7.0857 0.4200 0.1551 -0.12
C 7.7750 1.2686 -0.9098 -0.79
C 7.1379 2.6446 -1.2402 -0.89
C 5.9642 3.1132 -0.3655 -0.72
C 4.5960 2.9279 -1.0265 -0.25
C 3.4500 3.5177 -0.1900 -1.26
C 2.1880 2.6276 -0.0679 1.18
C 1.7328 2.3854 1.3679 -1.28
Nb -0.0391 1.0966 1.7843 -2.17
C 0.4046 1.4201 4.0131 -0.33
C 1.5192 2.3252 4.5560 -0.75
C 2.5561 1.5719 5.4047 -0.70
N 3.8739 2.2108 5.5178 -0.73
C 1.0533 -0.8580 1.5029 -0.58
C 0.2893 -2.1174 1.0551 -0.74
C 0.7826 -2.7879 -0.2400 -0.20
C 0.1568 -2.2384 -1.5427 0.69
C 1.1093 -1.4560 -2.4781 -0.64
C 0.6116 -0.0908 -2.9740 -0.32
C -0.8689 -0.0611 -3.3372 1.64
C -1.2182 1.0057 -4.3823 -1.33
C -1.7804 -0.0927 2.7506 -1.33
C -2.9250 -0.5666 1.9436 0.36
O -3.0364 -0.6690 0.7589 -0.57
O -4.0127 -0.9078 2.7205 -0.51
C -1.6354 2.7068 1.4504 -0.08
C -1.6958 3.6762 0.2685 0.48
C -1.4517 3.1154 -1.1152 -0.64
Br -0.5278 5.2474 0.5773 -0.22
H 5.7453 -3.2274 -0.1579 0.21
H 7.2895 -3.8908 0.4196 0.38
H 5.8769 -3.8336 1.4824 0.40
H 7.4968 -1.9790 2.0127 0.33
H 5.9183 -1.3929 1.5335 0.36
H 8.5502 -1.1410 0.1332 0.28
H 7.1503 -1.4243 -0.9188 0.37
H 5.9995 0.4993 0.0546 0.09
H 7.3195 0.7945 1.1561 0.31
H 8.8182 1.4193 -0.6189 0.33
H 7.8264 0.6713 -1.8247 0.30
H 7.9156 3.4091 -1.2208 0.37
H 6.7890 2.6127 -2.2751 0.35
H 6.0917 4.1722 -0.1258 0.45
H 5.9423 2.5965 0.5949 0.41
H 4.6392 3.4180 -2.0029 0.28
H 4.4315 1.8580 -1.1851 0.20
H 3.8296 3.7062 0.8199 0.46
H 3.1775 4.5006 -0.5805 0.30
H 1.3867 3.1044 -0.6340 -0.21
H 2.4045 1.6771 -0.5653 -0.40
H 1.5677 3.3588 1.8490 0.78
H 2.5695 1.9351 1.9281 0.59
H -0.4100 0.6833 0.0418 0.95
H 0.5442 0.4046 4.4137 0.40
H -0.5588 1.7412 4.4277 0.32
H 2.0802 2.8778 3.7999 0.32
H 1.0756 3.0875 5.2080 0.33
H 2.7054 0.5704 4.9942 0.33
H 2.1696 1.4390 6.4187 0.37
H 3.7501 3.2016 5.6973 0.27
H 4.3500 2.1471 4.6249 0.25
H 1.4749 -1.0253 2.5024 0.71
H 1.9072 -0.6722 0.8404 0.38
H 0.3623 -2.8684 1.8498 0.36
H -0.7767 -1.9238 0.9195 -0.06
H 0.4951 -3.8417 -0.1701 -0.13
H 1.8703 -2.7573 -0.2934 0.18
H -0.7140 -1.6321 -1.2933 0.09
H -0.2262 -3.0968 -2.1068 -0.35
H 2.0670 -1.3282 -1.9665 0.41
H 1.3118 -2.0665 -3.3647 0.17
H 0.8300 0.6832 -2.2366 -0.38
H 1.1912 0.1703 -3.8675 0.52
H -1.4739 0.0907 -2.4422 -0.03
H -1.1449 -1.0295 -3.7629 -0.95
H -0.5534 1.8691 -4.3154 0.35
H -1.1738 0.6009 -5.3929 0.45
H -2.2309 1.3788 -4.2179 0.01
H -1.3497 -0.9555 3.2720 0.72
H -2.2125 0.5155 3.5541 0.63
H -4.5755 -1.4624 2.1598 0.42
H -2.6280 2.2422 1.4970 -0.58
H -1.5257 3.2946 2.3711 0.62
H -2.6794 4.1493 0.2493 0.15
H -0.6399 2.3952 -1.1307 -0.54
H -2.3650 2.6383 -1.4620 0.02
H -1.2164 3.9198 -1.8157 0.63
O -8.7393 3.4838 3.1068 -0.65
C -7.6188 3.1750 2.8088 0.36
O -6.5405 3.7723 3.3585 -0.40
C -5.3250 3.2761 2.7459 -0.15
C -5.6939 1.9230 2.1592 0.25
C -7.1639 2.1360 1.8032 -0.01
H -5.0176 3.9836 1.9738 -0.03
H -4.5493 3.2275 3.5059 0.37
H -5.0643 1.6448 1.3180 -0.15
H -5.5996 1.1506 2.9221 0.31
H -7.2851 2.5678 0.8078 -0.25
H -7.7771 1.2419 1.8858 0.37
O -4.8094 2.7716 -0.8582 -0.28
C -5.7103 2.9287 -1.6235 0.34
O -6.7737 3.7299 -1.3350 -0.37
C -7.7536 3.6571 -2.3826 -0.49
C -6.9881 3.1879 -3.6162 -0.59
C -5.9025 2.3115 -2.9949 -0.19
H -8.5262 2.9457 -2.0804 0.25
H -8.2040 4.6405 -2.4929 0.35
H -7.6218 2.6751 -4.3366 0.34
H -6.5306 4.0436 -4.1142 0.28
H -6.2295 1.2797 -2.8532 0.29
H -4.9630 2.3094 -3.5392 0.05
O 3.0257 -5.1342 0.6101 -0.58
C 3.5093 -5.3933 -0.4532 0.37
O 3.5265 -4.5072 -1.4782 -0.17
C 4.0546 -5.1247 -2.6623 -0.53
C 4.8822 -6.3101 -2.1693 -0.65
C 4.1262 -6.6983 -0.9017 0.02
H 3.2129 -5.4430 -3.2822 0.30
H 4.6298 -4.3788 -3.2055 0.31
H 4.9603 -7.1056 -2.9076 0.39
H 5.8901 -5.9775 -1.9158 0.29
H 3.2930 -7.3806 -1.0871 -0.11
H 4.7539 -7.1087 -0.1149 0.33
O 1.9556 -9.0829 -1.0672 -0.63
C 1.0623 -8.8850 -0.2920 0.55
O -0.1226 -9.5273 -0.3775 -0.38
C -1.0393 -9.0103 0.6075 -0.41
C -0.1605 -8.3840 1.6847 -0.64
C 1.0378 -7.9071 0.8670 0.08
H -1.6814 -8.2745 0.1195 0.25
H -1.6516 -9.8354 0.9625 0.33
H -0.6651 -7.5953 2.2375 0.34
H 0.1550 -9.1499 2.3945 0.27
H 0.8952 -6.9020 0.4643 -0.18
H 1.9826 -7.9269 1.4020 0.40
O -2.7057 6.4710 4.2231 -0.53
C -3.6560 7.1424 3.9689 0.42
O -3.8211 8.3914 4.4944 -0.42
C -5.0954 8.9285 4.1170 -0.44
C -5.4978 8.1701 2.8570 -0.63
C -4.8519 6.8076 3.0965 0.09
H -5.7971 8.7598 4.9379 0.23
H -4.9808 9.9996 3.9651 0.36
H -6.5754 8.1342 2.7097 0.34
H -5.0496 8.6433 1.9820 0.28
H -5.5036 6.1356 3.6582 0.10
H -4.5328 6.3132 2.1833 0.18
O -1.5250 -1.8399 -6.0593 -0.55
C -1.5590 -3.0139 -5.8543 0.56
O -1.0369 -3.9263 -6.7173 -0.39
C -1.2826 -5.2584 -6.2405 -0.52
C -1.5078 -5.1159 -4.7381 -0.25
C -2.1414 -3.7299 -4.6498 -0.04
H -2.1645 -5.6498 -6.7542 0.24
H -0.4233 -5.8731 -6.4977 0.36
H -2.1159 -5.9167 -4.3226 0.41
H -0.5482 -5.1134 -4.2193 0.00
H -3.2266 -3.7577 -4.7662 0.32
H -1.8968 -3.1861 -3.7402 -0.11